Entry 1:
A structure of composition C29H39IrN3O7P3S3Si, computed with the ωB97M-V functional and the def2-TZVPD basis.

Values from the calculation:
net charge = -1
multiplicity = 2
energy relative to the best compared isomer or geometry (same formula, charge and spin) = 196.2 kJ/mol
HOMO (spin up / spin down) = -0.153 / -0.151 hartree
HOMO-LUMO gap (spin up / spin down) = 6.2 / 6.2 eV
DFT total energy = -4432.27944 a.u.
⟨S²⟩ = 0.7607

Last column: Mulliken charge in e.
Geometry (Å):
H1 4.391 -0.872 -0.016  0.4541
C1 -1.468 2.880 -0.553  -0.0277
O1 0.735 -4.556 -2.067  -0.8287
H2 -1.502 -2.435 7.321  0.3604
H3 -5.065 -0.352 1.054  0.4253
H4 1.899 4.904 0.291  0.3670
H5 0.595 0.909 -3.753  0.2950
C2 5.023 -2.808 -0.742  -0.9477
O2 2.800 -0.186 -1.959  -0.0567
C3 3.553 -1.345 -1.925  -0.2678
C4 4.910 -3.736 -1.768  -0.4688
H6 -3.854 -1.389 -2.546  0.3628
C5 2.608 2.177 -1.741  0.4636
O3 -3.480 -2.433 0.344  -0.4830
H7 -2.221 1.530 5.871  0.3487
H8 5.427 -4.685 -1.699  0.3850
H9 -6.299 1.804 1.039  0.3886
H10 -0.350 -2.989 5.201  0.4140
C6 -4.625 0.538 1.485  -0.7290
C7 0.108 4.461 -2.505  -1.1528
H11 2.772 -2.037 -3.784  0.3042
H12 4.960 4.526 -2.554  0.3699
O4 0.813 -3.231 0.088  -0.7261
O5 -3.721 -2.269 -2.172  -0.5935
H13 5.245 0.263 -2.831  0.4706
C8 5.278 2.417 -2.765  -0.7707
H14 1.029 4.918 -2.866  0.3603
H15 -2.444 -0.168 7.650  0.3654
H16 0.215 5.251 0.705  0.3737
N1 -1.768 -4.379 0.211  -0.8517
C9 4.696 1.165 -2.593  -0.8412
H17 2.720 4.325 -1.671  0.2302
H18 -0.987 0.946 -3.252  0.2903
H19 -0.150 -1.298 3.423  0.1869
P1 -1.059 1.528 3.242  0.6651
O6 0.368 -1.988 -2.091  -0.8229
H20 0.987 -2.319 0.419  0.2290
H21 -2.160 3.578 -1.035  0.5549
P2 0.227 -3.336 -1.405  0.6196
C10 -1.828 0.531 5.724  -0.5693
C11 -2.761 1.599 2.588  0.1205
C12 -1.945 -0.420 6.722  -0.6824
C13 -0.772 -2.003 5.351  -0.7464
Ir1 0.609 0.113 -1.204  2.0564
H22 -1.718 1.867 -0.876  0.0048
C14 4.535 3.536 -2.433  -1.2527
S1 -0.361 0.235 1.309  -0.0480
H23 -2.835 -0.484 2.036  0.7022
C15 4.113 -3.461 -2.869  -0.5838
H24 -3.183 -4.805 -2.034  0.4959
H25 -2.974 3.688 2.984  0.3619
C16 3.433 -2.255 -2.957  -0.1192
H26 -2.066 -4.036 -3.168  0.3357
C17 -0.657 -1.049 4.346  0.0039
H27 1.007 3.831 1.374  0.1410
N2 -0.108 0.447 -3.185  -0.7709
H28 -1.520 -5.437 -2.262  0.5339
C18 -3.450 2.809 2.566  -0.3587
H29 5.629 -3.028 0.128  0.3768
C19 -5.308 1.746 1.473  -0.5218
S2 -0.498 3.224 4.034  -0.4181
C20 -1.416 -1.692 6.537  -0.3775
H30 3.993 -4.197 -3.652  0.3830
H31 -0.295 3.853 -3.321  0.2452
P3 -2.645 -2.139 -0.974  0.1500
H32 6.286 2.504 -3.145  0.3969
C21 -3.357 0.463 2.041  -0.3600
C22 3.246 3.421 -1.937  -0.5774
H33 -3.141 -3.308 0.675  0.4807
C23 0.925 4.451 0.477  -1.0126
Si1 0.293 3.398 -0.941  -0.1121
C24 -1.597 -3.659 -1.077  1.2597
C25 -2.137 -4.542 -2.207  -2.1158
H34 -1.000 -4.120 0.826  0.2821
H35 -0.608 5.265 -2.311  0.3744
C26 -4.720 2.880 2.016  -0.6051
H36 -1.652 2.920 0.520  -0.4394
C27 3.411 1.059 -2.108  0.9528
H37 -1.672 -5.374 0.041  0.2723
C28 -1.192 0.221 4.522  0.5129
N3 1.329 2.038 -1.258  0.4064
H38 -0.237 -0.511 -3.506  0.2689
C29 4.340 -1.604 -0.812  0.3746
H39 -5.249 3.825 2.006  0.3814
O7 -2.015 -0.811 -1.040  -0.3560
S3 1.561 -0.294 0.933  -0.5634

---

Entry 2:
A structure of composition C42H43N5O2SeV, computed with the ωB97M-V functional and the def2-TZVPD basis.

Values from the calculation:
net charge = +1
multiplicity = 3
energy relative to the best compared isomer or geometry (same formula, charge and spin) = 210.0 kJ/mol
HOMO (spin up / spin down) = -0.305 / -0.369 hartree
HOMO-LUMO gap (spin up / spin down) = 5.3 / 7.1 eV
DFT total energy = -5395.75593 a.u.
⟨S²⟩ = 2.0985

Last column: Mulliken charge in e.
Geometry (Å):
H1 -1.414 0.988 -3.789  0.5339
C1 -1.903 2.635 -2.463  -0.5721
H2 -3.215 1.185 -1.546  0.0763
C2 -0.055 1.394 3.771  0.2465
H3 -3.278 -1.907 -2.478  0.4151
C3 -0.591 1.628 2.450  0.5164
H4 -3.115 3.892 5.847  0.3609
H5 0.392 -1.967 1.775  -0.2211
C4 0.624 3.159 -0.770  1.2675
C5 -2.887 -2.044 -1.476  -0.7454
C6 2.727 1.133 -1.550  0.5200
H6 -5.342 -2.942 -1.865  0.3893
H7 1.494 0.549 4.975  0.4875
N1 -1.948 1.933 -0.086  0.9261
H8 2.439 -3.622 -1.078  0.3363
H9 1.640 6.798 -1.716  0.4121
C7 -1.691 -1.457 -1.140  0.0267
C8 2.142 -4.010 -2.045  -0.3628
C9 0.843 -3.738 -4.056  -0.3049
H10 -3.548 2.591 1.031  0.3749
H11 3.324 -0.882 4.041  0.4707
H12 4.567 1.724 -4.880  0.4231
H13 1.237 -0.127 2.126  -0.6200
C10 4.274 0.384 -3.243  -0.5622
H14 -2.583 2.908 -3.271  0.6071
C11 3.607 0.179 -2.051  -0.8839
H15 2.702 -6.562 -4.169  0.3865
N2 2.019 0.894 -0.341  0.1600
C12 -3.078 -3.111 0.649  -0.9417
H16 1.729 -3.888 2.687  0.2964
H17 -4.823 -4.488 -1.200  0.3203
N3 -0.605 0.654 -1.888  0.7952
H18 -5.681 -3.334 -0.175  0.4036
H19 1.018 -1.836 4.839  0.3136
C13 1.742 -2.327 4.186  -0.5894
C14 2.271 -5.654 -3.775  -0.4782
H20 2.299 1.558 0.385  0.5517
H21 -3.573 -3.779 1.341  0.4745
C15 -0.887 -0.701 -2.146  -1.3987
C16 -0.785 1.884 4.884  -1.0919
H22 -3.732 2.268 6.096  0.3421
Se1 1.014 -1.455 -2.193  0.1855
H23 -1.299 -0.875 -3.151  0.9600
C17 1.006 -3.342 3.308  -0.8197
N4 1.702 -0.108 3.028  0.2652
C18 -2.057 2.392 4.758  0.5770
H24 -2.223 2.755 6.863  0.3703
C19 -2.822 2.850 5.962  -1.6795
C20 1.353 5.794 -1.445  -0.9453
H25 -1.350 3.528 -2.164  0.1977
H26 -0.183 6.398 -0.082  0.4657
C21 -2.640 2.451 3.486  -1.2047
H27 0.155 -3.169 -4.664  0.4215
H28 2.957 -1.672 2.502  0.2948
C22 -1.934 2.091 2.338  1.1961
H29 -3.526 2.884 -1.082  0.7467
H30 2.202 -0.057 -0.019  0.2815
C23 1.346 -4.940 -4.522  -0.6731
H31 0.484 -4.070 3.937  0.4990
C24 3.189 2.509 -3.454  -0.8218
C25 1.257 -3.262 -2.820  0.4626
H32 1.038 -5.317 -5.487  0.3964
H33 -0.022 2.010 -3.370  0.1547
H34 3.356 -5.769 -1.932  0.4002
C26 -1.818 -2.587 1.023  0.3582
C27 2.520 2.333 -2.241  0.5198
C28 -2.740 2.142 -1.281  -0.9667
N5 0.060 -2.694 2.447  0.5496
C29 2.513 -1.243 3.402  -0.8950
C30 -3.630 -2.835 -0.573  0.3406
C31 -0.004 4.264 -0.202  -0.3858
C32 -0.933 1.543 -2.967  -0.6565
O1 0.108 1.463 1.393  0.4145
H35 2.442 -2.880 4.812  0.4732
V1 -0.128 1.299 -0.320  -2.0926
H36 4.941 -0.371 -3.626  0.4507
C33 1.086 0.629 3.978  -1.0084
H37 -3.658 2.796 3.385  0.5194
C34 -4.948 -3.427 -0.976  -1.6707
H38 -0.795 4.125 0.525  0.2373
H39 -0.339 1.791 5.863  0.3892
C35 -1.143 -1.642 0.164  0.9604
C36 -1.138 -3.113 2.126  -0.3685
O2 -0.048 -1.077 0.495  -0.3831
C37 2.654 -5.200 -2.524  -0.7392
C38 -2.519 2.219 1.039  -0.3637
H40 -1.577 -3.929 2.693  0.4896
H41 3.758 -0.746 -1.508  0.5178
C39 0.337 5.566 -0.534  -0.9514
H42 2.866 4.912 -2.641  0.4649
C40 4.058 1.555 -3.946  -1.1835
H43 3.008 3.395 -4.042  0.5428
C41 2.028 4.721 -1.987  -1.1988
C42 1.684 3.402 -1.662  1.2427

---

Entry 3:
A structure of composition C25H31N5O5S2SiTi, computed with the ωB97M-V functional and the def2-TZVPD basis.

Values from the calculation:
net charge = -2
multiplicity = 3
energy relative to the best compared isomer or geometry (same formula, charge and spin) = 348.7 kJ/mol
HOMO (spin up / spin down) = 0.006 / -0.100 hartree
HOMO-LUMO gap (spin up / spin down) = 4.2 / 7.0 eV
DFT total energy = -3556.77065 a.u.
⟨S²⟩ = 2.0468

Last column: natural (NBO) charge in e.
Geometry (Å):
N1 -9.710 2.954 0.657  -0.4916
C1 1.206 4.750 0.727  -1.1006
H1 3.614 -3.060 5.233  0.1905
C2 -4.599 1.185 0.296  0.0791
H2 4.064 -4.157 -3.198  0.1914
H3 1.542 1.980 3.477  0.2171
H4 -4.181 3.176 -0.489  0.2014
H5 2.440 -1.376 -4.627  0.2460
C3 1.130 -2.996 -4.070  -0.2086
Si1 0.783 3.004 1.317  1.0837
H6 2.940 2.468 2.514  0.2286
C4 -6.918 0.786 0.870  -0.2024
H7 1.761 -4.575 -1.224  0.2138
H8 3.986 -3.485 -1.559  0.2345
C5 -2.178 1.440 -0.138  0.1928
O1 2.343 4.095 -2.334  -0.9764
N2 1.486 -3.109 -2.664  -0.4452
C6 -0.895 3.260 2.135  -1.0991
N3 -3.257 0.727 0.221  -0.3167
C7 -6.226 2.956 -0.017  -0.1710
C8 -4.940 2.508 -0.104  -0.2871
H9 -0.755 -1.347 0.446  0.2269
C9 2.409 -1.866 1.715  -0.0374
C10 -1.451 -0.535 0.325  -0.0524
H10 2.200 0.060 2.649  0.2276
C11 1.966 -1.421 0.423  0.4595
O2 2.278 2.024 -3.604  -0.9639
S1 0.682 -0.591 -2.423  -0.2548
O3 2.644 1.946 -1.179  -0.9195
H11 -5.409 -0.671 1.098  0.1930
H12 1.885 -2.357 -5.992  0.1936
N4 1.892 -2.282 -0.598  -0.6371
C12 3.204 -3.623 3.191  -0.2247
H13 -1.609 3.724 1.447  0.2194
H14 0.874 -4.000 -4.415  0.1729
S2 1.998 2.703 -2.373  2.5669
C13 2.779 -3.207 1.941  -0.2362
H15 1.417 5.395 1.587  0.2004
H16 4.046 -5.241 -1.797  0.1908
H17 1.978 3.698 3.363  0.2108
C14 2.221 -2.395 -4.952  -0.6247
O4 1.628 -0.131 0.317  -0.6847
O5 0.523 2.487 -1.953  -0.9521
C15 -5.630 0.341 0.782  -0.2655
C16 3.651 -4.302 -2.198  -0.6208
H18 -3.448 -1.344 0.830  0.2123
C17 -7.279 2.119 0.475  -0.3446
C18 1.422 -2.028 -1.804  0.3101
H19 3.482 -4.661 3.341  0.1911
H20 0.235 -2.381 -4.149  0.2297
C19 -8.611 2.579 0.574  0.2944
C20 2.908 -1.401 4.048  -0.2088
H21 3.139 -2.985 -4.909  0.1857
C21 1.925 2.757 2.806  -1.0970
H22 -2.211 2.473 -0.429  0.2152
H23 -1.344 2.326 2.491  0.2269
H24 2.954 -0.693 4.867  0.1972
H25 1.784 -5.129 -2.898  0.1750
C22 3.276 -2.729 4.258  -0.2808
H26 -7.687 0.123 1.247  0.1974
H27 -0.766 3.930 2.992  0.2119
H28 0.363 5.175 0.172  0.2235
C23 2.482 -0.972 2.804  -0.2280
C24 2.124 -4.340 -2.223  -0.2008
H29 2.724 -3.901 1.111  0.2188
H30 -6.460 3.967 -0.329  0.1996
H31 2.061 4.769 0.046  0.2559
N5 -1.067 0.715 -0.085  -0.5419
Ti1 0.982 1.237 -0.578  1.3049
C25 -2.796 -0.547 0.522  -0.1158